Entry 1:
Here is the ion C25H23F3NO2 with charge +1 in a non-equilibrium geometry from the Open Molecules 2025 dataset. Energies are from ωB97M-V with the def2-TZVPD basis set.

XYZ file:
```
54
Properties=species:S:1:pos:R:3:forces:R:3:mulliken_charge:R:1
F 1.7349 -5.4810 -5.3582 -0.180 1.415 0.167 -0.2400
F 2.6718 -3.4976 -5.6322 -1.179 -0.660 0.408 -0.2526
F 0.6344 -3.8814 -6.3826 0.797 -0.161 1.082 -0.2700
O 1.7349 3.3260 4.2960 -0.594 0.350 -0.686 -0.4136
O -2.8920 0.3196 -1.7932 0.416 2.157 0.817 -0.5326
N -1.7840 2.1313 -0.8932 1.068 -0.001 0.540 -0.1210
C 1.9628 2.3158 2.1825 -0.387 0.108 -0.048 -0.8571
C -0.8519 -1.4654 1.8430 0.240 -0.199 -0.671 -0.4305
C -0.9076 -2.7769 -2.7656 0.006 0.236 0.794 -0.5328
C -2.8550 1.5212 -1.4942 -1.582 -2.213 -1.497 0.5121
C 0.0453 2.0926 0.6695 0.168 0.552 -0.123 0.3573
C -0.0535 -2.5450 -1.6557 0.716 0.806 -1.203 0.1067
C -0.1716 0.2977 -1.1166 0.880 -1.740 -1.417 -1.2230
C -0.4419 -3.3592 -3.9294 0.688 -0.130 0.152 -0.8583
C 1.4144 -1.5035 0.9361 0.028 -0.141 0.655 -0.3863
C 1.0188 4.1776 5.2353 0.040 -0.204 -0.329 -0.8615
C 1.1793 3.0548 3.0927 -0.234 -0.088 0.713 0.9181
C -4.0417 2.4277 -1.7630 0.137 0.097 0.084 -1.0379
C 0.0240 -1.6206 0.7476 0.263 1.186 -0.157 0.6109
C 1.2545 -3.1138 -1.6995 -0.224 0.188 -0.277 -0.1480
C 1.0503 -1.0741 3.2931 -0.203 -0.018 -0.181 -0.4951
C -0.6866 2.9074 1.5645 -0.218 0.482 0.390 -0.9672
C 1.9212 -1.2648 2.2149 -0.132 -0.070 0.119 -1.1128
C -0.4867 -1.5100 -0.6561 -1.424 0.053 1.325 0.0834
C -0.6159 1.5029 -0.4896 -0.444 -0.051 1.146 -0.2363
C -0.3360 -1.1732 3.1006 0.006 -0.260 0.101 -0.7280
C 1.7730 -3.5918 -2.9067 -0.701 -0.141 0.210 -1.2608
C 1.4116 1.8936 0.9934 -0.177 -0.474 -0.072 -0.0506
C -0.1474 3.4046 2.7475 -0.011 -0.078 -0.213 -0.6614
C 0.9239 -3.6646 -4.0160 -0.173 -0.042 -0.232 0.4890
C 1.4853 -4.1273 -5.3355 0.503 -0.593 -1.383 0.8142
H 2.9804 2.0650 2.4577 -0.047 0.121 -0.115 0.4604
H -1.0352 -1.0527 3.9332 0.380 -0.005 -0.205 0.4237
H -3.8365 3.4784 -1.4985 -0.195 -0.382 -0.152 0.2722
H 2.1220 -1.5882 0.0989 -0.506 0.269 0.501 0.5078
H 2.8137 -3.9225 -2.9838 -0.461 0.083 0.071 0.4174
H 0.8095 5.1662 4.8003 0.169 -0.323 0.054 0.3673
H 0.0749 3.7135 5.5579 0.340 0.018 -0.122 0.3565
H -0.7534 4.0344 3.4168 0.323 -0.504 -0.467 0.4151
H 1.8753 -3.2045 -0.8069 -0.240 0.301 -0.417 0.7453
H -4.8935 2.0571 -1.1675 0.336 0.169 -0.294 0.3113
H -1.9254 3.1248 -0.6942 0.389 -0.676 0.143 0.4319
H 0.9341 0.1757 -1.0881 -0.838 0.414 -0.225 0.7504
H -1.1059 -3.5358 -4.7700 0.171 0.064 0.127 0.4526
H 3.0034 -1.2054 2.3612 -0.383 0.017 0.000 0.4183
H -1.7334 3.1499 1.3615 0.331 -0.188 0.149 0.3496
H -1.9675 -2.5198 -2.6744 0.408 0.217 -0.125 0.4091
H 1.4392 -0.8419 4.2854 -0.067 -0.107 -0.293 0.4518
H 1.6974 4.2766 6.0812 -0.150 0.009 -0.119 0.2509
H -4.3040 2.3572 -2.8305 0.081 0.013 0.449 0.3332
H -0.6984 0.0715 -2.0575 0.820 0.782 0.050 0.9000
H -1.9306 -1.5973 1.6584 0.575 0.263 0.260 0.4451
H -1.5620 -1.2894 -0.7502 0.333 -0.866 0.425 0.8250
H 2.0274 1.3645 0.2800 0.137 -0.052 0.089 0.4910
```
Forces are in eV/Å.

Computed properties:
SMILES string = COc1ccc(/C(C[C@H](c2ccccc2)c2ccc(C(F)(F)F)cc2)=[NH+]/C(C)=O)cc1
multiplicity = 1
energy = -40028.3258 eV
strongest force on any atom = 3.105 eV/Å
total charge = +1
lowest unoccupied orbital energy = -5.1 eV


Entry 2:
Here is a structure of composition C2H3ClN3OP3 in a non-equilibrium geometry from the Open Molecules 2025 dataset. Energies are from ωB97M-V with the def2-TZVPD basis set.

XYZ file:
```
13
Properties=species:S:1:pos:R:3:forces:R:3:mulliken_charge:R:1
Cl -2.7007 -1.5994 -4.2996 -0.800 0.544 -1.147 -0.2020
P -1.7624 -2.0647 -0.9530 -0.029 -1.539 0.058 0.5102
P -1.2154 -2.8044 -3.5937 -0.154 -0.450 -0.070 0.1778
P -3.0156 -4.3992 -1.7595 -2.819 -3.014 3.565 -0.2171
O -1.8010 -0.8573 0.0023 -0.983 -0.240 1.032 -0.2380
N -2.7239 -3.2497 -0.5759 0.436 1.563 -0.473 -0.1897
N -2.2215 -4.0254 -3.0299 2.972 2.762 -2.606 0.0557
N -1.0090 -1.7761 -2.2596 0.894 -0.473 -0.289 -0.1938
C -0.9263 0.1490 0.2525 3.562 -0.957 -0.471 0.0690
C 0.4094 0.1204 0.1729 -1.127 -1.242 -0.722 -0.7182
H -1.3968 0.9440 0.6765 -1.521 2.264 0.702 0.4163
H 1.0590 -0.6811 -0.1079 -0.519 -1.141 -0.423 0.2614
H 1.0599 0.9339 0.2226 0.087 1.922 0.845 0.2683
```
Forces are in eV/Å.

Computed properties:
multiplicity = 3
⟨S²⟩ = 2.02
energy = -49025.8485 eV
strongest force on any atom = 5.453 eV/Å
lowest unoccupied orbital energy (spin up / spin down) = -0.3 / -3.6 eV


Entry 3:
Here is a cluster of 9 separate species, C57H56BBrN10O18P in total in a non-equilibrium geometry from the Open Molecules 2025 dataset. Energies are from ωB97M-V with the def2-TZVPD basis set.

XYZ file:
```
144
Properties=species:S:1:pos:R:3:forces:R:3:mulliken_charge:R:1
Br -1.1676 1.0010 -0.3725 -3.150 -1.779 -1.462 -0.1492
P -2.9254 -1.2741 1.0434 0.453 -1.032 1.257 0.2347
O 2.0421 0.1386 0.4508 -0.395 1.457 0.353 -0.6840
O 2.4727 5.5173 6.9692 1.778 0.030 -0.199 -0.5730
O 4.4402 4.5466 6.9830 -1.095 1.492 -0.191 -0.5809
O 6.5892 -10.2990 -0.8584 1.886 -0.045 -0.157 -0.5785
O -5.0650 3.2865 -3.0856 -0.430 -0.925 -1.717 -0.5636
O -0.9456 -2.0723 -4.4318 -0.526 -1.209 1.003 -0.6138
O 0.5796 1.7656 0.6170 5.667 1.255 1.727 -0.7021
O 4.5869 -6.7538 -0.9844 0.310 1.591 -0.288 -0.6184
O -1.7666 -2.0167 6.6425 -1.738 0.393 0.471 -0.5964
O -3.9735 -1.7853 -9.2919 -0.347 1.776 -0.756 -0.5783
O -1.5621 6.3594 6.6230 -0.816 0.630 -1.478 -0.6032
O -3.9110 -2.4801 6.6663 1.486 1.072 0.576 -0.5485
O -2.0037 -2.6330 -2.5934 1.248 -0.656 -2.129 -0.6206
O -3.4221 0.2668 -9.8382 -1.076 -1.378 -0.251 -0.6174
O 8.5567 -11.2697 -0.8446 -1.015 1.294 -0.163 -0.5986
O -6.4150 2.3181 -4.5185 1.416 0.483 0.488 -0.6158
O -3.3386 6.9566 5.4825 1.804 -0.243 0.198 -0.5946
O 5.5715 -4.9567 -1.7681 -1.079 -0.857 0.769 -0.6316
N 1.6529 1.2213 0.9135 -0.951 0.348 -0.177 0.9656
N -4.0543 0.9148 -0.5004 -0.149 1.840 -1.904 -0.7131
N 3.7064 5.5375 6.8517 -0.588 -1.310 0.328 1.0312
N -2.1187 6.7683 5.5931 -0.838 -0.299 1.114 1.0140
N -5.2880 2.6596 -4.1320 -0.819 0.456 1.032 1.0038
N -4.2236 -0.6773 -9.7895 1.138 -0.535 0.433 1.0030
N 7.8228 -10.2788 -0.9759 -0.733 -1.055 0.291 0.9615
N 4.6804 -5.5254 -1.1199 0.351 -0.440 -0.246 1.0351
N -1.3699 -2.9098 -3.6227 -0.454 1.564 0.669 0.9307
N -2.9440 -1.7494 6.9254 0.237 -1.355 -0.758 0.9954
C 0.3183 7.5235 2.1913 -0.079 -0.003 0.081 -0.6999
C 8.2773 -6.6313 -1.7612 0.342 -0.187 0.005 -0.2035
C -1.3717 -6.6564 -3.3222 0.165 0.280 -0.284 -0.6369
C -5.5619 -0.4682 -10.3549 -0.945 0.153 -0.355 0.1071
C -0.6509 -7.0158 -4.4621 -0.023 0.122 0.025 -0.4003
C 0.1048 6.8087 4.4923 -0.075 0.019 -0.005 -0.1236
C 0.8983 7.0492 3.3690 -0.446 0.101 0.010 -0.1672
C 4.6011 2.0155 3.1053 -0.357 0.213 -0.127 -0.6897
C 6.3266 8.1013 6.0217 -0.407 -0.030 0.056 -0.4644
C -4.7749 1.0751 8.5981 0.421 -0.107 -0.098 -0.4254
C 4.3418 6.8210 6.5302 0.458 0.890 -0.259 -0.0166
C -7.1630 0.9618 -11.4632 0.098 -0.377 0.176 -0.4835
C 5.5425 9.2469 5.8773 -0.069 -0.116 0.037 -0.3677
C -1.2754 7.0433 4.4236 0.590 0.175 -0.844 -0.2654
C 3.5532 7.9712 6.3934 0.048 -0.051 -0.023 -0.1015
C 2.5252 1.9074 1.8741 0.400 0.132 0.893 -0.2221
C 3.6643 -4.6866 -0.4731 -0.519 0.438 0.301 0.0017
C -3.3732 -2.9981 0.3085 -0.588 -0.632 0.372 -0.4848
C 2.1161 3.1230 2.4383 0.082 -0.014 0.001 -0.3997
C -4.1382 2.2925 -4.9673 0.814 -0.252 -0.515 -0.0540
C -2.1515 0.3958 7.8883 -0.107 -0.034 -0.008 -0.3231
C -3.7229 1.9522 8.8676 0.015 -0.122 -0.046 -0.4182
C -5.8815 0.7613 -10.9462 -0.008 -0.051 0.032 -0.2491
C 3.7651 1.3462 2.2095 -0.067 0.145 0.023 -0.2640
C -1.7509 2.2526 -5.3364 -0.380 -0.076 -0.182 -0.4249
C -2.8423 2.6257 -4.5497 -0.091 -0.012 -0.014 -0.2430
C -1.6026 -5.3095 -3.0359 0.044 0.073 -0.093 0.0103
C -8.1146 -0.0567 -11.3882 0.137 -0.014 0.044 -0.3554
C -0.1512 -6.0343 -5.3197 -0.231 0.097 0.351 -0.4535
C 5.7307 6.8824 6.3513 -0.079 0.025 -0.018 -0.3297
C 10.4431 -7.7151 -1.8058 -0.379 -0.074 0.061 -0.3601
C 2.6508 -5.2855 0.2869 -0.038 -0.027 0.003 -0.2352
C 8.4583 -8.9953 -1.2974 0.466 0.947 -0.257 -0.0318
C -1.0549 7.7663 2.1289 0.189 -0.127 0.359 -0.4153
C -4.3452 1.6020 -6.1689 0.115 0.036 0.067 -0.3993
C -4.3277 -0.9024 2.2862 -1.374 -1.338 0.856 -0.5705
C 4.1609 9.1851 6.0664 0.237 -0.337 0.030 -0.6160
C -4.5242 -0.1449 7.9669 0.080 0.013 -0.015 -0.2813
C 1.6746 -4.4840 0.8821 0.362 0.098 -0.254 -0.5433
C 9.8471 -8.9339 -1.4763 -0.019 0.004 -0.011 -0.4124
C -1.9538 1.5580 -6.5300 -0.117 0.085 0.129 -0.6580
C -0.3782 -4.6842 -5.0455 -0.057 -0.032 0.080 -0.4102
C 2.7268 -2.5038 -0.0336 0.284 -0.400 -0.192 -0.3638
C -7.7912 -1.2832 -10.8055 0.295 0.297 -0.026 -0.4483
C 3.7101 -3.2946 -0.6312 -0.098 -0.112 0.067 -0.4700
C 9.6590 -6.5694 -1.9503 -0.097 -0.190 0.060 -0.5070
C -1.8591 7.5268 3.2450 0.048 -0.027 0.054 -0.3784
C -2.4148 1.6141 8.5174 -0.309 -0.264 -0.059 -0.4485
C 7.6697 -7.8451 -1.4342 0.027 -0.171 0.014 -0.4154
C 4.1993 3.2304 3.6629 -0.022 -0.020 -0.059 -0.3169
C -6.5122 -1.4964 -10.2877 0.030 0.071 -0.007 -0.3195
C 1.7117 -3.0983 0.7176 0.018 -0.035 0.019 -0.6494
C 2.9595 3.7817 3.3352 0.191 -0.428 -0.212 0.0352
C -1.1087 -4.3264 -3.9045 0.191 -1.044 -0.219 0.0525
C -3.2111 -0.4784 7.6094 -0.175 0.914 0.423 0.0862
C -3.2461 1.2367 -6.9487 -0.055 0.158 0.400 0.0578
C -4.1794 -2.0489 3.4954 0.371 0.599 -0.362 -0.7314
B -2.9007 -0.0694 -0.4425 -0.779 0.083 -0.891 0.4784
H -4.5500 -3.1121 3.1178 0.709 2.307 0.918 0.1746
H -4.2876 0.1538 2.7879 0.158 -1.922 -1.233 0.3085
H -7.4217 1.9138 -11.9214 0.112 -0.187 0.118 0.3592
H 11.5194 -7.6585 -1.9534 -0.216 -0.078 0.049 0.3569
H -4.5518 -3.0904 0.1482 2.438 -0.034 0.097 0.2671
H 0.9440 -2.4779 1.1770 0.092 -0.057 -0.141 0.4876
H 0.0152 -3.9314 -5.7254 -0.211 -0.021 0.323 0.4389
H 1.9695 6.8638 3.4103 -0.220 0.052 0.031 0.4892
H 0.9402 7.7042 1.3163 -0.134 -0.052 0.176 0.3896
H 2.6061 -6.3642 0.4219 0.182 0.257 -0.165 0.4488
H 6.3555 5.9986 6.4601 -0.348 0.102 0.014 0.4263
H 0.8820 -4.9396 1.4715 0.175 0.066 -0.140 0.4220
H -5.1521 1.5661 -11.0095 -0.045 -0.337 0.140 0.4154
H 4.8570 3.7514 4.3566 -0.137 -0.128 -0.093 0.3425
H -1.0993 1.2643 -7.1373 -0.185 0.031 0.121 0.3816
H -5.7913 1.3445 8.8768 0.197 -0.103 -0.092 0.3554
H 0.5720 6.4391 5.4026 -0.295 0.015 -0.101 0.5879
H -5.3458 1.3414 -6.5074 0.166 0.141 0.295 0.4693
H -9.1149 0.1068 -11.7855 0.210 -0.035 0.082 0.3578
H 5.5682 1.5915 3.3669 -0.213 0.044 -0.069 0.3689
H -2.8147 -0.7403 -1.4321 -0.015 -0.159 -0.047 -0.3335
H 1.1543 3.5673 2.1906 0.162 -0.314 -0.091 0.5387
H -2.7700 -3.1437 -0.6937 -1.435 0.314 2.230 -0.1981
H 2.4749 7.9388 6.5343 0.277 -0.202 0.009 0.4658
H -1.4991 8.1387 1.2084 0.044 -0.108 0.226 0.3763
H -1.7567 -7.4271 -2.6577 0.068 0.213 -0.101 0.3939
H -5.3554 -0.8161 7.7608 0.373 0.034 -0.074 0.4128
H 2.7498 -1.4230 -0.1560 0.071 -0.751 -0.070 0.7527
H -3.3962 0.6978 -7.8816 0.115 0.256 0.496 0.2685
H -2.9282 7.7180 3.1793 0.259 -0.153 0.219 0.4377
H 10.4720 -9.8177 -1.3674 -0.342 0.108 0.009 0.4146
H -8.5378 -2.0726 -10.7522 0.208 0.143 0.020 0.3600
H 7.6734 -5.7334 -1.8726 0.056 -0.340 0.044 0.4172
H -3.0242 -3.7897 1.1152 -0.838 1.353 -1.779 0.2495
H -0.7408 2.5007 -5.0175 -0.259 -0.067 0.022 0.3879
H 6.0111 10.1939 5.6148 -0.099 -0.197 0.062 0.3682
H -4.7880 -1.6722 4.4208 1.024 -1.044 -1.638 0.2571
H 4.4944 -2.8161 -1.2135 -0.138 -0.305 0.089 0.4291
H -0.4783 -8.0675 -4.6841 -0.019 0.209 0.052 0.3724
H -2.6675 3.1666 -3.6222 -0.252 -0.223 -0.146 0.3951
H -1.1266 0.1470 7.6216 -0.350 -0.126 -0.053 0.4302
H 2.6523 4.7274 3.7762 -0.010 -0.232 -0.077 0.1466
H 6.5913 -7.8775 -1.2932 0.265 -0.122 -0.028 0.6093
H -2.1662 -5.0458 -2.1436 0.143 0.186 -0.248 0.3822
H -6.2759 -2.4577 -9.8368 0.145 0.333 -0.051 0.4328
H -3.5846 1.8700 -0.4874 -1.223 -1.422 0.019 0.1362
H 4.0927 0.4004 1.7836 -0.307 0.211 -0.006 0.4874
H 7.4030 8.1578 5.8742 -0.236 -0.070 0.047 0.3693
H -1.6001 2.3023 8.7321 -0.147 -0.177 -0.088 0.3935
H 3.5570 10.0829 5.9550 0.077 -0.232 0.037 0.3853
H -3.0259 -2.1367 3.7865 -2.537 0.147 -0.567 0.1569
H -4.4153 0.8382 -1.4981 0.341 0.380 1.697 0.1478
H -5.4132 -1.0549 1.8153 2.192 0.530 0.908 0.2299
H 0.4121 -6.3223 -6.2046 -0.104 0.112 0.174 0.3748
H -3.9241 2.9058 9.3529 0.047 -0.190 -0.112 0.3652
H 10.1275 -5.6224 -2.2128 -0.097 -0.184 0.061 0.3662
```
Forces are in eV/Å.

Computed properties:
multiplicity = 1
energy = -191755.0618 eV
strongest force on any atom = 6.056 eV/Å
total charge = -1
lowest unoccupied orbital energy = 0.1 eV